111
Properties=species:S:1:pos:R:3:mulliken_charge:R:1 method="wB97M-V/def2-TZVPD" gap_ha=0.3867 de_lowest_kcal_mol=14.7
C 1.71 -0.86 -2.90 -1.533
C 1.59 -0.14 -1.61 1.831
C 1.95 -0.95 -0.32 0.580
O 2.78 -0.06 0.40 -0.268
C 3.02 1.04 -0.30 0.405
O 3.74 2.01 0.02 -0.610
O 2.44 0.96 -1.51 -0.484
H 2.77 -1.06 -3.05 0.495
H 1.52 -0.26 -3.76 0.425
H 1.13 -1.72 -2.99 -0.236
H 0.56 0.26 -1.50 -0.557
H 2.59 -1.79 -0.67 0.257
H 1.12 -1.35 0.16 -0.286
C 0.01 2.81 -3.16 -0.802
C 0.20 4.25 -2.70 0.135
C -1.15 5.08 -2.65 -0.320
O -1.18 5.49 -1.26 -0.462
C -0.16 5.03 -0.54 0.695
O 0.10 5.36 0.62 -0.572
O 0.60 4.26 -1.30 -0.140
H -0.73 2.17 -2.54 -0.391
H 0.90 2.24 -3.24 0.378
H -0.45 2.81 -4.09 0.688
H 0.95 4.84 -3.30 0.308
H -2.08 4.51 -2.79 0.138
H -1.10 6.00 -3.24 0.316
C 4.12 -1.20 6.93 -1.615
C 3.21 -1.07 5.68 0.863
C 2.15 0.02 5.77 -0.429
O 2.41 0.81 4.66 -0.281
C 3.53 0.43 4.04 0.711
O 4.06 0.98 3.06 -0.544
O 3.96 -0.74 4.56 -0.350
H 3.55 -1.24 7.83 0.440
H 4.75 -0.32 7.18 0.362
H 4.70 -2.09 6.87 0.368
H 2.62 -1.98 5.52 -0.027
H 2.16 0.68 6.67 0.314
H 1.14 -0.37 5.65 0.216
C 0.63 2.33 1.67 -0.076
O -0.04 1.09 1.58 0.011
C -1.08 1.00 0.68 0.661
O -1.47 2.11 -0.14 -0.708
O -1.66 -0.17 0.70 -0.222
C -2.79 -0.40 -0.10 -0.576
H 1.09 2.58 0.77 -0.025
H 1.49 2.16 2.31 -0.478
H 0.06 3.15 2.13 0.585
H -3.24 -1.35 0.19 0.235
H -2.35 -0.39 -1.14 -0.001
H -3.56 0.33 -0.06 0.484
C 1.87 -4.39 -2.41 -0.823
O 1.08 -3.70 -1.44 0.039
C 0.06 -4.30 -0.89 0.096
O -0.30 -5.58 -1.24 -0.695
O -0.63 -3.63 0.00 0.638
C -1.72 -4.23 0.69 -0.984
H 2.58 -3.71 -2.92 0.229
H 1.08 -4.72 -3.10 0.349
H 2.36 -5.25 -1.96 0.313
H -1.47 -5.13 1.18 0.314
H -2.55 -4.39 0.01 0.405
H -2.08 -3.44 1.38 0.174
C 0.46 -1.63 3.00 0.052
O 0.31 -2.53 4.06 -0.457
C 0.27 -3.80 3.91 0.820
O 0.73 -4.48 2.73 -0.638
O -0.08 -4.39 4.97 -0.315
C -0.29 -5.78 4.82 -0.642
H 1.55 -1.68 2.73 0.290
H 0.17 -0.62 3.25 0.241
H -0.08 -1.99 2.02 -0.271
H -0.71 -6.02 3.83 0.243
H -1.00 -6.06 5.60 0.275
H 0.60 -6.34 4.84 0.312
C -6.04 -3.03 -3.50 -0.670
O -4.88 -2.87 -4.22 -0.330
C -3.78 -2.87 -3.50 0.661
O -3.84 -2.75 -2.04 -0.561
O -2.66 -2.89 -4.22 -0.311
C -1.44 -3.13 -3.52 -0.719
H -5.96 -3.83 -2.76 0.319
H -6.76 -3.47 -4.16 0.319
H -6.44 -2.08 -3.02 0.239
H -0.69 -2.90 -4.22 0.278
H -1.36 -4.11 -3.15 0.685
H -1.32 -2.51 -2.68 0.095
C -4.53 1.61 -5.89 -1.323
C -4.61 0.91 -4.56 -0.063
C -3.46 1.38 -3.64 0.368
C -2.30 0.61 -3.84 -0.105
N -1.37 -0.04 -3.96 -0.326
H -5.49 1.46 -6.41 0.391
H -3.68 1.19 -6.41 0.357
H -4.34 2.75 -5.88 0.253
H -4.61 -0.21 -4.72 -0.032
H -5.59 1.25 -4.15 0.381
H -3.64 1.35 -2.56 0.259
H -3.16 2.41 -3.77 -0.068
C 2.44 4.91 3.47 -1.311
C 3.47 4.47 2.40 0.487
C 3.41 5.23 1.07 0.426
C 3.56 6.66 1.28 0.050
N 3.66 7.80 1.47 -0.553
H 2.56 4.27 4.28 0.356
H 1.41 4.91 3.09 0.189
H 2.59 5.93 3.79 0.510
H 3.30 3.41 2.18 -0.573
H 4.47 4.61 2.82 0.458
H 2.44 5.19 0.58 -0.501
H 4.21 4.90 0.47 0.491


114
Properties=species:S:1:pos:R:3:mulliken_charge:R:1 method="wB97M-V/def2-TZVPD" gap_ha=0.2944
C -3.17 4.23 5.14 -1.402
C -2.27 4.78 3.99 -0.052
C -0.85 4.12 4.02 -0.146
F -0.87 3.17 5.05 -0.414
C -0.47 3.43 2.67 -0.320
C 0.25 4.03 1.67 0.894
C 0.62 5.50 1.91 -1.256
C -0.04 6.49 0.88 -0.036
C -1.25 7.27 1.50 -0.522
S -2.18 8.13 0.20 -0.177
C 0.66 3.34 0.42 -0.114
Si 1.75 4.22 -0.94 0.975
C 2.70 5.76 -0.40 -1.299
C 3.08 3.09 -1.70 -1.249
C 0.51 4.78 -2.28 -1.171
C 0.26 2.03 0.22 -0.782
S 0.59 1.03 -1.23 1.780
C -0.55 -0.36 -1.37 -1.001
O 0.43 1.74 -2.47 -0.775
O 1.90 0.42 -1.09 -0.708
C -0.48 1.38 1.25 0.817
N -0.91 0.15 1.28 -0.020
S -1.74 -0.18 2.61 0.008
N -1.61 1.29 3.28 -0.451
C -0.90 2.04 2.48 -0.031
H -4.13 4.77 5.05 0.427
H -3.40 3.17 4.98 0.268
H -2.74 4.41 6.14 0.329
H -2.25 5.87 3.97 0.377
H -2.76 4.43 3.09 -0.101
H -0.09 4.84 4.34 0.679
H 1.72 5.63 1.92 0.303
H 0.29 5.87 2.89 0.261
H 0.68 7.27 0.59 0.165
H -0.43 5.94 0.01 -0.051
H -1.86 6.56 2.07 -0.033
H -0.80 8.03 2.16 0.455
H -2.40 7.19 -0.75 0.025
H 2.16 6.71 -0.44 0.266
H 3.54 5.87 -1.12 0.450
H 3.19 5.58 0.57 0.389
H 4.00 3.69 -1.89 0.496
H 3.36 2.35 -0.94 0.291
H 2.77 2.66 -2.65 0.228
H 0.32 5.85 -2.06 0.405
H -0.47 4.29 -2.20 0.252
H 0.95 4.74 -3.29 0.443
H -0.47 -0.79 -2.37 0.522
H -1.57 0.04 -1.21 0.334
H -0.40 -1.09 -0.56 0.061
Cl 3.66 -4.38 -3.76 -0.218
C 3.34 -3.29 -2.38 -0.128
C 2.02 -3.59 -1.72 0.060
Cl 0.64 -3.17 -2.78 -0.264
H 3.38 -2.27 -2.74 -0.180
H 4.15 -3.43 -1.67 0.416
H 1.92 -2.99 -0.82 -0.109
H 1.92 -4.64 -1.45 0.342
Cl -1.10 -3.25 0.50 -0.058
C -1.65 -4.13 -0.96 0.428
C -1.65 -5.62 -0.75 -0.464
Cl 0.00 -6.28 -0.60 -0.167
H -1.00 -3.84 -1.78 -0.312
H -2.65 -3.78 -1.18 -0.093
H -2.11 -6.11 -1.62 0.336
H -2.21 -5.90 0.14 0.362
Cl -3.05 2.89 1.37 0.154
C -4.60 2.80 0.49 -0.771
C -4.49 3.35 -0.91 -0.282
Cl -4.25 5.11 -0.92 -0.161
H -5.35 3.34 1.07 0.348
H -4.89 1.75 0.46 0.297
H -5.42 3.15 -1.45 0.373
H -3.67 2.89 -1.45 0.172
Cl 0.18 -2.56 4.07 -0.036
C 1.04 -4.11 4.31 -0.441
C 2.39 -4.12 3.64 -0.681
Cl 2.25 -4.13 1.86 -0.045
H 0.40 -4.91 3.94 0.278
H 1.17 -4.23 5.39 0.285
H 2.93 -5.02 3.92 0.348
H 2.99 -3.26 3.92 0.339
Cl -3.37 -1.30 -3.33 -0.030
C -4.70 -2.17 -4.13 -0.622
C -5.61 -2.86 -3.14 -0.432
Cl -4.79 -4.23 -2.33 -0.169
H -4.27 -2.88 -4.83 0.319
H -5.27 -1.43 -4.69 0.330
H -6.48 -3.27 -3.65 0.342
H -5.95 -2.18 -2.37 0.299
Cl -0.24 -3.14 7.71 -0.180
C -1.85 -3.81 7.39 -0.445
C -1.96 -5.25 7.80 -0.411
Cl -0.98 -6.33 6.78 -0.175
H -2.06 -3.68 6.32 0.270
H -2.57 -3.21 7.95 0.343
H -3.00 -5.58 7.71 0.295
H -1.65 -5.39 8.84 0.314
Cl 7.86 -8.22 -4.87 -0.191
C 6.14 -8.08 -5.31 -0.450
C 5.35 -7.32 -4.27 -0.307
Cl 5.20 -8.23 -2.74 -0.194
H 5.75 -9.08 -5.45 0.331
H 6.10 -7.55 -6.26 0.300
H 4.34 -7.14 -4.63 0.219
H 5.80 -6.36 -4.04 0.293
Cl 4.85 -0.79 -4.25 -0.199
C 3.28 -0.80 -5.10 -0.027
C 3.36 -0.19 -6.47 -0.558
Cl 3.65 1.57 -6.41 -0.198
H 2.55 -0.28 -4.47 0.085
H 2.97 -1.85 -5.18 0.234
H 2.42 -0.34 -7.00 0.339
H 4.16 -0.64 -7.06 0.353


97
Properties=species:S:1:pos:R:3:mulliken_spin:R:1 method="wB97M-V/def2-TZVPD" charge=+1 multiplicity=2 gap_ha="0.1808 / 0.1729" s2=0.792
C -0.39 -1.03 -2.68 0.001
C -0.55 -2.46 -0.77 -0.011
C -0.62 -2.10 -3.54 0.007
C -0.60 -3.58 -1.64 0.006
C -0.71 -3.38 -3.01 0.000
H -0.70 -1.89 -4.60 0.000
H -0.65 -4.56 -1.18 0.000
H -0.84 -4.24 -3.66 0.000
N -0.44 -1.20 -1.34 0.027
P 0.80 1.40 -1.94 -0.014
P -1.23 -1.14 1.54 -0.044
C -0.10 0.40 -3.21 0.005
H 0.46 0.37 -4.16 0.002
H -1.07 0.88 -3.43 -0.002
C 0.10 1.96 1.04 0.118
O 1.23 2.21 1.43 -0.067
C -0.83 -2.59 0.61 0.011
H -0.66 -3.56 1.10 0.000
C -0.65 -1.24 3.41 0.017
C -3.08 -1.61 1.33 0.009
C 2.65 1.05 -2.31 0.009
C 0.29 3.12 -2.55 -0.041
C 0.38 -0.12 3.66 -0.002
H -0.09 0.86 3.59 0.001
H 0.79 -0.24 4.67 0.000
H 1.21 -0.15 2.96 0.001
C -1.81 -0.97 4.37 0.003
H -2.25 0.03 4.20 0.000
H -2.60 -1.72 4.32 0.000
H -1.43 -0.98 5.39 0.000
C -0.01 -2.60 3.66 0.002
H 0.18 -2.69 4.75 0.000
H -0.65 -3.44 3.38 0.000
H 0.95 -2.66 3.13 -0.001
C -3.92 -0.51 1.97 0.009
H -3.56 0.49 1.68 -0.003
H -4.95 -0.62 1.60 0.000
H -3.95 -0.58 3.06 0.000
C -3.42 -1.67 -0.17 0.001
H -3.03 -0.80 -0.71 0.000
H -3.03 -2.58 -0.64 0.000
H -4.51 -1.68 -0.27 0.000
C -3.31 -3.00 1.96 0.000
H -2.47 -3.70 1.85 0.000
H -3.56 -2.94 3.03 0.000
H -4.16 -3.46 1.44 0.001
C 1.05 4.21 -1.76 0.031
H 0.57 5.18 -1.99 -0.001
H 0.99 4.04 -0.67 -0.004
H 2.11 4.28 -2.06 0.000
C -1.20 3.21 -2.18 0.583
H -1.81 2.36 -2.53 -0.033
H -1.35 3.24 -0.86 0.030
H -1.60 4.16 -2.57 0.008
C 0.41 3.36 -4.06 0.028
H -0.11 2.59 -4.65 0.005
H -0.06 4.32 -4.27 -0.007
H 1.45 3.42 -4.40 0.002
C 2.82 -0.46 -2.48 0.001
H 2.39 -0.83 -3.42 0.000
H 3.89 -0.70 -2.48 0.000
H 2.37 -1.01 -1.64 -0.001
C 3.43 1.51 -1.06 0.002
H 3.15 0.91 -0.19 0.001
H 4.50 1.37 -1.25 0.000
H 3.26 2.57 -0.83 0.000
C 3.19 1.78 -3.54 0.002
H 2.62 1.57 -4.45 -0.001
H 3.26 2.87 -3.40 0.000
H 4.22 1.43 -3.72 0.000
Cu -0.17 0.36 -0.06 0.039
N 1.61 -0.76 0.72 0.008
C 2.17 -1.76 1.02 0.000
C 2.86 -3.09 1.13 -0.001
C 2.03 -4.38 1.26 -0.001
C 3.53 -3.19 -0.24 0.000
C 3.75 -2.85 2.36 0.000
H 1.39 -4.42 2.14 0.000
H 1.42 -4.53 0.37 0.001
H 2.74 -5.21 1.33 0.000
H 4.05 -2.26 -0.49 0.000
H 4.23 -4.02 -0.27 0.000
H 2.73 -3.37 -0.98 0.000
H 3.94 -3.79 2.89 0.000
H 4.70 -2.44 2.03 0.000
H 3.30 -2.14 3.08 0.000
C -3.37 4.91 -0.04 0.003
N -2.19 4.52 0.72 0.017
C -1.97 5.11 2.07 0.017
C -1.52 3.44 0.38 0.187
N -1.07 2.61 1.27 0.035
H -3.72 5.87 0.32 0.000
H -4.19 4.19 0.09 0.000
H -3.18 4.97 -1.12 0.001
H -1.99 4.29 2.81 0.004
H -0.99 5.63 2.09 -0.001
H -2.79 5.83 2.23 0.001


101
Properties=species:S:1:pos:R:3:mulliken_charge:R:1 method="wB97M-V/def2-TZVPD" gap_ha=0.3359 de_lowest_kcal_mol=0.0
C 7.64 3.21 1.44 -1.345
C 6.28 3.04 0.76 -0.269
C 6.06 1.62 0.28 -0.794
C 4.72 1.41 -0.45 -0.571
C 3.83 0.31 0.20 -0.852
C 3.05 -0.55 -0.81 -1.044
C 1.53 -0.24 -0.79 -1.174
C 0.73 -1.13 0.18 -1.440
C -0.39 -1.98 -0.47 1.645
C 0.07 -3.46 -0.38 -1.937
O -0.18 -3.96 0.94 -0.161
C -0.44 -5.29 1.02 0.661
C -1.51 -5.65 1.99 -0.838
O 0.14 -6.09 0.35 -0.557
N -0.63 -1.75 -1.88 -0.446
C -1.50 -0.64 -1.96 -0.227
O -1.68 -0.02 -2.96 -0.576
C -2.12 -0.38 -0.56 -1.166
C -3.59 0.02 -0.78 -1.395
C -3.67 1.52 -1.06 -0.562
C -5.13 2.00 -1.10 -0.989
C -5.52 3.11 -0.14 0.604
C -4.61 3.94 0.52 -0.224
C -5.04 4.93 1.41 -0.721
C -6.40 5.10 1.66 -0.400
C -7.33 4.29 0.99 -0.565
C -6.89 3.31 0.10 -0.482
C -1.83 -1.75 0.15 1.308
P -3.03 -3.07 -0.46 0.509
S -4.84 -3.02 0.21 -0.365
S -1.90 -1.44 1.94 1.375
O -1.86 -0.03 2.15 -0.643
O -2.94 -2.19 2.54 -0.594
F -0.56 -1.99 2.49 -0.220
H 8.43 2.78 0.84 0.356
H 7.65 2.76 2.43 0.358
H 7.87 4.27 1.56 0.305
H 6.26 3.76 -0.06 0.310
H 5.50 3.36 1.45 0.325
H 6.87 1.38 -0.41 0.294
H 6.16 0.96 1.14 0.380
H 4.93 1.08 -1.46 0.360
H 4.15 2.34 -0.47 0.320
H 4.48 -0.33 0.79 0.512
H 3.16 0.79 0.91 0.270
H 3.43 -0.42 -1.82 0.545
H 3.16 -1.59 -0.51 0.356
H 1.42 0.80 -0.46 0.507
H 1.16 -0.27 -1.81 0.539
H 1.43 -1.79 0.67 1.033
H 0.35 -0.49 0.97 0.420
H -0.43 -4.10 -1.10 0.508
H 1.13 -3.54 -0.60 0.531
H -2.41 -5.92 1.44 0.124
H -1.77 -4.83 2.64 0.273
H -1.22 -6.53 2.56 0.380
H -0.83 -2.54 -2.46 0.473
H -1.49 0.41 -0.16 0.704
H -4.20 -0.22 0.08 0.522
H -3.93 -0.50 -1.67 0.444
H -3.09 2.02 -0.28 0.320
H -3.19 1.76 -2.00 0.259
H -5.75 1.15 -0.82 0.458
H -5.43 2.26 -2.11 0.483
H -3.55 3.84 0.36 0.369
H -4.31 5.54 1.91 0.384
H -6.72 5.84 2.37 0.368
H -8.38 4.43 1.16 0.379
H -7.61 2.69 -0.41 0.384
H -2.47 -4.33 -0.20 -0.240
H -3.05 -2.93 -1.85 0.130
C 5.19 8.83 1.50 -1.170
C 6.06 7.59 1.52 -0.292
O 6.28 7.02 0.24 -0.394
C 6.94 7.86 -0.71 -0.313
C 8.32 8.31 -0.28 -1.074
H 4.23 8.62 1.03 0.308
H 5.02 9.18 2.52 0.392
H 5.66 9.65 0.95 0.277
H 5.56 6.80 2.09 0.333
H 7.01 7.79 2.02 0.335
H 6.31 8.72 -0.96 0.308
H 7.02 7.25 -1.61 0.342
H 8.29 8.93 0.62 0.274
H 8.78 8.90 -1.07 0.397
H 8.96 7.45 -0.07 0.275
C -2.72 -8.72 -1.68 -1.163
C -3.67 -7.68 -1.12 0.248
O -4.93 -7.63 -1.77 -0.437
C -5.70 -8.82 -1.73 -0.316
C -6.05 -9.28 -0.33 -1.022
H -2.55 -8.55 -2.75 0.332
H -1.76 -8.66 -1.17 0.374
H -3.10 -9.73 -1.56 0.313
H -3.24 -6.68 -1.25 -0.111
H -3.81 -7.82 -0.04 0.225
H -5.19 -9.62 -2.29 0.300
H -6.61 -8.59 -2.28 0.341
H -5.17 -9.54 0.25 0.251
H -6.68 -10.17 -0.38 0.394
H -6.58 -8.50 0.20 0.285